No. 1
A 4-piece molecular cluster, C25H51BBrF2N2O13 overall at a distorted geometry, computed with ωB97M-V/def2-TZVPD.

XYZ file:
```
95
Properties=species:S:1:pos:R:3:forces:R:3
N -2.866 1.549 -0.670 0.18 0.35 0.07
C -3.524 0.509 -0.990 0.26 0.48 0.06
C -2.988 -0.412 -2.002 -0.09 -0.55 0.09
B -2.299 -1.770 -1.358 0.26 1.57 -0.20
Br -1.767 -2.898 -3.031 0.08 -0.29 -0.23
C -0.892 -1.352 -0.627 -0.45 -0.46 0.52
C -0.769 -1.381 0.914 0.39 0.05 -0.34
C -1.690 -0.469 1.667 -0.16 0.15 0.30
O -2.852 -0.624 1.883 -0.21 0.13 -0.10
O -1.059 0.664 2.167 -0.49 -0.29 0.18
N -3.341 -2.482 -0.453 -0.49 -0.91 -0.11
C -4.603 -2.656 -1.032 -0.53 -1.55 -1.59
O -4.983 -3.483 -1.828 0.56 1.38 1.49
F -5.481 -1.757 -0.561 -0.12 0.28 -0.04
C -2.951 -3.698 0.126 0.77 -0.71 -0.51
O -2.665 -4.743 -0.363 -0.30 0.54 0.23
F -2.863 -3.570 1.461 -0.09 0.02 0.48
H -3.363 2.041 0.066 0.01 0.13 0.20
H -4.454 0.315 -0.479 -0.36 -0.40 0.02
H -3.717 -0.648 -2.770 -0.46 -0.22 -0.05
H -2.206 0.130 -2.508 0.43 0.08 -0.27
H -0.113 -2.004 -0.995 0.34 -0.27 -0.07
H -0.597 -0.362 -0.942 -0.09 0.45 -0.26
H -0.846 -2.396 1.266 -0.38 -0.32 0.29
H 0.241 -1.070 1.158 0.40 0.04 0.02
H -0.240 0.332 2.536 0.59 0.28 -0.10
C 3.319 4.089 -5.476 -0.07 0.08 0.05
O 2.018 4.459 -5.092 -0.01 -0.20 0.07
C 1.054 4.160 -6.088 0.05 0.22 0.11
C -0.322 3.970 -5.488 -0.13 -0.08 -0.01
O -0.519 2.712 -4.873 0.08 0.02 -0.04
C 0.063 2.507 -3.588 -0.05 -0.14 0.05
C -0.650 3.221 -2.463 0.33 0.19 -0.03
O -0.282 4.601 -2.428 -0.11 0.03 -0.26
C -1.233 5.372 -1.739 0.12 0.00 0.02
H 3.643 4.641 -6.367 0.05 -0.06 -0.03
H 3.987 4.327 -4.650 0.00 0.04 0.00
H 3.379 3.012 -5.673 0.03 0.02 -0.07
H 1.334 3.250 -6.631 -0.01 -0.02 0.00
H 1.023 5.000 -6.798 -0.05 -0.09 -0.11
H -1.037 3.990 -6.315 0.00 0.01 -0.02
H -0.576 4.790 -4.813 0.16 0.04 0.06
H 1.129 2.744 -3.596 0.00 0.15 0.03
H -0.034 1.436 -3.404 -0.04 -0.01 -0.04
H -0.370 2.764 -1.509 -0.18 -0.13 0.01
H -1.729 3.115 -2.593 -0.03 -0.05 0.07
H -2.220 5.292 -2.209 -0.03 -0.03 0.08
H -0.910 6.413 -1.781 0.03 0.00 0.02
H -1.308 5.064 -0.690 -0.10 0.00 0.00
C 3.183 -6.497 -1.451 0.07 0.03 -0.08
O 3.514 -5.481 -2.367 -0.01 0.15 0.18
C 2.361 -4.918 -2.984 0.18 -0.11 -0.07
C 2.624 -3.508 -3.454 -0.14 0.11 -0.05
O 2.598 -2.539 -2.415 0.08 0.02 -0.01
C 3.711 -2.472 -1.544 -0.14 0.05 0.04
C 4.938 -1.827 -2.152 0.16 -0.20 0.05
O 5.643 -2.739 -2.979 -0.16 0.01 -0.15
C 6.481 -2.086 -3.899 -0.01 -0.09 0.08
H 2.681 -7.334 -1.951 -0.05 -0.02 0.06
H 4.110 -6.855 -1.006 0.02 -0.01 -0.04
H 2.538 -6.112 -0.654 -0.06 -0.06 -0.03
H 1.518 -4.908 -2.286 -0.04 0.02 -0.02
H 2.096 -5.540 -3.850 -0.15 0.04 0.01
H 1.799 -3.230 -4.113 -0.05 0.03 0.06
H 3.547 -3.440 -4.034 0.11 -0.14 0.09
H 3.950 -3.449 -1.120 0.13 -0.05 -0.11
H 3.382 -1.828 -0.725 -0.01 0.01 0.00
H 5.611 -1.503 -1.345 -0.07 0.13 0.01
H 4.630 -0.948 -2.731 -0.02 0.02 0.01
H 5.905 -1.417 -4.550 0.05 0.06 0.02
H 6.954 -2.848 -4.515 0.02 -0.02 0.02
H 7.261 -1.509 -3.386 0.00 0.06 -0.05
C -4.179 -0.112 5.575 0.06 -0.01 -0.03
O -3.229 0.127 6.596 0.11 0.06 -0.12
C -2.281 -0.920 6.718 -0.21 0.17 0.14
C -0.985 -0.400 7.302 0.07 -0.13 -0.07
O -0.175 0.295 6.363 0.05 0.04 0.12
C -0.596 1.598 5.982 0.04 -0.04 -0.16
C -0.374 2.658 7.037 -0.26 0.05 0.02
O -1.386 2.613 8.031 0.11 -0.21 0.09
C -0.988 3.239 9.225 -0.09 0.00 -0.09
H -4.774 -1.008 5.789 0.00 -0.02 -0.04
H -4.840 0.750 5.532 -0.01 0.01 0.07
H -3.691 -0.223 4.600 -0.03 -0.07 -0.01
H -2.077 -1.372 5.742 0.00 -0.01 -0.02
H -2.698 -1.689 7.384 0.11 -0.11 -0.06
H -0.388 -1.264 7.602 0.01 0.00 -0.03
H -1.168 0.201 8.195 -0.14 0.09 -0.05
H -1.629 1.589 5.637 -0.08 0.09 0.12
H 0.030 1.856 5.125 0.02 -0.02 0.01
H -0.403 3.648 6.560 0.15 -0.01 -0.04
H 0.612 2.512 7.494 0.03 0.00 -0.01
H -0.090 2.763 9.639 0.04 0.07 0.00
H -1.800 3.129 9.942 -0.03 0.02 -0.02
H -0.794 4.307 9.069 0.06 0.01 0.05
```
Forces are in eV/Å.

Output
- charge = -1
- E (a.u.) = -4869.396326

No. 2
A 3-piece molecular cluster, C25H51ClN4O11PS overall at a distorted geometry, computed with ωB97M-V/def2-TZVPD.

XYZ file:
```
94
Properties=species:S:1:pos:R:3:forces:R:3
C 2.752 -4.865 0.422 -0.63 -0.36 -0.08
C 3.425 -4.277 -0.952 0.38 -0.21 0.69
C 2.306 -3.964 -2.153 1.20 -0.41 -0.86
C 2.259 -2.381 -2.590 1.74 -1.07 -0.35
N 0.987 -1.653 -2.108 1.59 0.23 -0.71
N 1.514 -0.495 -1.491 1.34 5.94 2.13
C 2.112 0.683 -2.285 0.34 0.55 2.84
O 2.105 0.630 -3.756 -0.76 1.05 4.65
C 1.093 1.597 -4.246 -2.07 0.21 -1.07
C -0.441 0.962 -4.294 0.16 0.57 -0.73
N -1.218 1.246 -3.027 0.17 -0.79 0.00
C -2.392 0.310 -2.837 -0.17 -0.48 -0.69
C -3.446 0.803 -1.681 -0.87 -0.27 0.64
C -3.592 -0.256 -0.409 0.06 -0.41 0.23
O -4.789 0.908 -2.324 0.86 -0.17 1.46
C 2.645 1.807 -1.216 -2.52 -4.97 -2.16
C 3.345 3.233 -1.623 -0.61 -0.23 1.53
C 4.956 3.182 -1.324 3.11 5.47 3.08
O 5.579 4.212 -0.720 -4.44 -7.47 -4.33
Cl 5.894 1.624 -1.805 -1.57 2.34 0.68
N 2.309 1.188 0.125 -1.13 -1.67 -3.49
C 2.666 1.904 1.409 1.64 0.05 1.53
C 1.672 3.142 1.816 -0.91 -0.61 0.38
C 0.835 2.683 3.163 0.66 -2.74 5.29
O 1.339 2.022 4.210 -2.73 4.08 -7.25
O -0.586 3.073 3.225 2.46 -2.12 -1.16
C 1.603 -0.179 0.012 1.29 2.97 -4.51
P 0.946 -1.309 1.406 -1.82 -1.37 2.00
O -0.199 -0.322 2.339 1.22 -0.47 -4.22
O -0.045 -2.560 0.656 0.93 4.48 0.06
S 2.305 -1.993 2.619 -1.23 0.88 -1.52
H 2.764 -6.049 0.499 0.13 2.52 -0.40
H 3.300 -4.453 1.384 -1.33 -0.80 -2.08
H 1.603 -4.568 0.390 2.48 -0.46 0.51
H 4.032 -3.298 -0.651 -1.40 -1.89 -0.82
H 4.249 -5.057 -1.304 -1.87 1.75 0.46
H 1.237 -4.369 -1.894 2.11 0.85 -0.41
H 2.724 -4.553 -3.104 -1.21 1.26 1.99
H 3.213 -1.873 -2.082 -2.25 -1.03 -1.08
H 2.409 -2.206 -3.754 -0.55 -0.53 2.42
H 0.431 -1.376 -2.973 0.87 0.02 1.56
H 1.039 2.533 -3.545 0.28 -1.64 -1.54
H 1.377 1.843 -5.365 -0.28 -0.41 2.54
H -0.449 -0.181 -4.613 0.30 2.08 0.68
H -0.989 1.537 -5.178 1.11 -1.23 1.83
H -0.619 1.242 -2.172 -0.52 -0.18 -1.12
H -2.949 0.253 -3.882 0.96 0.24 2.34
H -1.968 -0.780 -2.637 -1.13 1.92 -0.19
H -3.175 1.872 -1.258 -0.20 -2.14 -1.00
H -4.670 -0.756 -0.358 2.29 1.16 -0.35
H -2.837 -1.168 -0.543 -1.49 1.97 0.45
H -3.449 0.279 0.645 -0.09 -1.15 -2.31
H -5.500 0.915 -1.617 1.45 0.05 -1.10
H 3.067 3.589 -2.725 0.83 -1.28 2.32
H 2.886 4.061 -0.898 1.26 -1.75 -1.54
H 2.762 1.062 2.244 -0.49 1.96 -1.63
H 3.768 2.352 1.307 -2.41 -1.15 -0.11
H 0.900 3.286 0.938 1.49 -0.04 1.89
H 2.258 4.158 2.042 -1.28 -2.43 -0.49
H -1.137 2.234 3.351 1.29 1.50 0.35
H -0.734 0.204 1.649 0.77 -1.04 1.48
H -0.695 -2.074 0.035 1.20 -1.23 1.10
C -4.235 -4.828 -6.439 -0.20 -0.18 0.01
O -4.052 -5.623 -5.272 0.54 0.34 -0.01
C -2.672 -5.738 -4.904 -0.53 -0.03 0.33
C -2.322 -4.793 -3.752 0.30 -0.05 -0.49
O -2.414 -3.424 -4.151 -0.30 -0.06 0.22
C -3.624 -2.815 -3.709 0.08 0.01 -0.23
H -5.295 -4.571 -6.516 0.13 -0.13 0.08
H -3.656 -3.903 -6.400 0.04 -0.02 0.02
H -3.949 -5.405 -7.324 0.02 0.11 -0.06
H -2.023 -5.564 -5.772 -0.07 0.10 0.15
H -2.516 -6.770 -4.573 0.03 0.06 0.02
H -1.279 -4.970 -3.462 -0.06 -0.04 -0.01
H -2.951 -4.990 -2.874 -0.01 0.02 -0.19
H -3.554 -2.594 -2.640 -0.16 0.00 0.10
H -4.495 -3.450 -3.897 0.12 0.01 0.03
H -3.755 -1.876 -4.254 0.07 -0.15 0.06
C 0.698 5.964 9.307 0.21 -0.10 0.10
O 0.892 4.557 9.398 -0.51 0.12 -0.18
C -0.347 3.840 9.451 0.49 -0.19 -0.24
C -0.699 3.235 8.089 -0.39 0.38 0.22
O -0.978 4.251 7.122 0.47 -0.14 0.07
C 0.124 4.480 6.250 -0.18 0.00 -0.02
H 1.647 6.423 9.018 -0.07 -0.15 0.08
H -0.056 6.227 8.562 -0.03 -0.05 0.02
H 0.402 6.358 10.285 -0.06 0.10 -0.05
H -1.154 4.486 9.820 0.08 -0.07 -0.17
H -0.214 3.027 10.173 -0.03 0.01 -0.04
H -1.614 2.640 8.199 0.08 0.03 0.02
H 0.096 2.565 7.737 -0.02 0.16 0.08
H 0.187 3.670 5.517 0.10 0.10 0.16
H 1.070 4.557 6.795 -0.08 -0.03 0.03
H -0.047 5.421 5.720 -0.11 -0.07 0.09
```
Forces are in eV/Å.

Output
- charge = +1
- E (a.u.) = -3228.775339

No. 3
A 8-piece molecular cluster, C25H51F10N8O13PS2 overall at a distorted geometry, computed with ωB97M-V/def2-TZVPD.

XYZ file:
```
110
Properties=species:S:1:pos:R:3:forces:R:3
O -3.946 -1.579 -0.579 6.77 0.59 -0.84
S -2.476 -1.036 -0.779 -9.55 5.78 2.79
O -2.659 0.526 -0.910 2.68 -6.33 0.37
F -1.651 -1.383 0.683 -0.72 0.34 -3.28
N -1.860 -1.806 -2.202 2.90 2.02 2.75
P -1.583 -3.532 -2.069 -2.20 -6.99 -2.15
O -0.018 -4.077 -2.572 -1.00 1.49 0.75
O -1.984 -4.146 -0.476 4.33 1.96 -1.76
S -0.680 -0.900 -3.074 -2.09 4.96 -10.38
O -0.090 -1.629 -4.343 -1.60 1.15 6.18
O -1.448 0.339 -3.689 2.98 -4.59 3.87
C 0.716 -0.157 -2.072 2.96 3.42 1.13
F 1.609 0.532 -3.079 -3.14 -2.59 3.28
F 0.294 0.924 -1.129 1.12 -3.91 -3.08
C 1.669 -1.223 -1.280 1.25 -2.53 -0.77
F 0.927 -2.219 -0.441 1.86 3.24 -2.68
F 2.393 -2.019 -2.338 -2.52 2.74 3.60
C 2.782 -0.543 -0.268 2.81 0.15 -0.17
F 4.012 -1.411 -0.347 -4.01 2.91 0.33
F 3.189 0.832 -0.627 -1.60 -4.63 0.88
C 2.338 -0.524 1.312 0.41 1.01 4.06
F 2.483 -1.817 2.020 -0.64 4.49 -2.87
F 3.286 0.433 1.995 -3.35 -3.41 -2.38
F 0.976 -0.006 1.575 4.60 -1.89 -1.25
H 0.062 -4.147 -3.582 -0.63 0.43 1.98
H -1.079 -4.267 -0.023 -1.79 0.06 -0.23
C 1.435 4.328 1.426 -0.10 -0.32 -0.13
N 1.873 3.498 2.521 0.44 0.01 0.64
C 2.761 3.813 3.510 -0.15 -0.83 0.29
C 3.380 5.183 3.491 0.16 0.16 0.13
O 3.029 2.985 4.377 -0.04 0.34 -0.26
H 0.349 4.437 1.496 0.07 0.22 -0.29
H 1.687 3.819 0.492 -0.12 0.28 -0.15
H 1.899 5.315 1.438 -0.18 -0.23 0.03
H 1.498 2.559 2.599 0.14 0.25 -0.01
H 4.063 5.287 4.338 -0.20 -0.19 -0.15
H 3.948 5.323 2.568 -0.17 0.17 0.04
H 2.601 5.945 3.579 0.14 0.04 -0.22
C 5.864 3.189 -4.926 0.34 0.33 0.04
N 5.239 4.145 -4.044 -0.56 0.04 0.30
C 3.994 4.085 -3.489 0.04 0.93 0.54
C 3.136 2.893 -3.810 -0.19 -0.04 0.05
O 3.607 4.989 -2.753 0.14 -0.56 -0.38
H 6.784 2.839 -4.449 0.00 -0.22 -0.26
H 6.114 3.701 -5.859 0.08 -0.32 -0.10
H 5.220 2.336 -5.141 0.06 0.22 0.10
H 5.758 4.976 -3.783 -0.14 -0.24 -0.08
H 2.175 2.984 -3.297 0.30 0.14 -0.08
H 2.950 2.845 -4.886 0.05 -0.19 0.08
H 3.626 1.977 -3.466 -0.05 0.01 -0.21
C -8.146 -5.376 -0.410 0.04 -0.37 0.20
N -6.780 -5.586 -0.827 0.52 0.35 -0.43
C -6.007 -4.774 -1.606 0.70 -0.58 0.11
C -6.615 -3.495 -2.112 0.04 0.23 -0.15
O -4.853 -5.100 -1.873 -0.43 0.22 0.04
H -8.168 -5.365 0.683 -0.32 0.11 -0.07
H -8.744 -6.215 -0.774 -0.24 0.18 0.11
H -8.560 -4.442 -0.790 0.15 -0.15 0.08
H -6.304 -6.428 -0.525 -0.14 0.25 -0.09
H -5.882 -2.955 -2.717 -0.05 -0.24 0.19
H -7.484 -3.716 -2.737 -0.05 0.14 0.16
H -6.903 -2.861 -1.270 -0.16 -0.03 -0.13
C 4.531 -3.737 6.267 0.35 -0.31 -0.07
N 3.866 -4.549 5.277 -0.63 0.01 -0.33
C 2.614 -4.383 4.759 0.06 -0.77 -0.58
C 1.794 -3.224 5.254 -0.21 0.13 -0.02
O 2.191 -5.170 3.916 0.12 0.44 0.36
H 5.452 -3.349 5.824 0.00 0.18 0.29
H 4.781 -4.376 7.118 0.08 0.29 0.14
H 3.914 -2.905 6.608 0.06 -0.20 -0.14
H 4.357 -5.350 4.896 -0.14 0.23 0.12
H 0.823 -3.221 4.753 0.28 -0.13 0.04
H 1.627 -3.318 6.331 0.07 0.19 -0.06
H 2.303 -2.283 5.028 -0.06 -0.01 0.21
C -2.817 7.132 2.609 0.07 -0.42 0.22
N -1.452 6.923 2.191 0.46 0.36 -0.38
C -0.679 7.734 1.412 0.80 -0.58 0.01
C -1.287 9.013 0.907 0.04 0.21 -0.15
O 0.475 7.408 1.146 -0.56 0.28 0.14
H -2.840 7.144 3.702 -0.32 0.09 -0.06
H -3.416 6.294 2.244 -0.25 0.19 0.11
H -3.232 8.067 2.228 0.18 -0.18 0.03
H -0.976 6.080 2.494 -0.16 0.24 -0.06
H -0.554 9.553 0.302 -0.07 -0.26 0.17
H -2.155 8.792 0.281 -0.03 0.14 0.15
H -1.575 9.648 1.749 -0.15 -0.03 -0.14
C -7.685 1.240 0.381 0.19 -0.10 0.44
N -8.475 0.044 0.543 -0.50 -0.39 -0.44
C -9.323 -0.531 -0.360 -0.18 -0.66 0.64
C -9.480 0.133 -1.700 -0.12 -0.02 -0.24
O -9.927 -1.558 -0.064 0.26 0.38 -0.24
H -6.633 0.972 0.517 0.04 0.31 -0.12
H -7.980 1.949 1.159 0.19 0.20 -0.17
H -7.818 1.699 -0.599 -0.03 -0.18 0.18
H -8.421 -0.459 1.422 0.00 0.15 -0.25
H -10.185 -0.437 -2.311 0.15 0.04 0.27
H -9.873 1.145 -1.571 0.18 -0.01 -0.13
H -8.517 0.161 -2.218 -0.09 0.19 0.01
C 8.244 -4.498 -1.446 0.30 -0.29 -0.24
N 7.311 -5.195 -2.297 -0.65 0.03 -0.10
C 5.958 -5.029 -2.373 -0.19 -0.73 -0.74
C 5.324 -4.002 -1.476 -0.21 0.09 0.06
O 5.301 -5.708 -3.158 0.28 0.42 0.44
H 8.977 -3.998 -2.084 0.10 0.13 0.30
H 8.754 -5.238 -0.823 0.12 0.28 0.15
H 7.757 -3.760 -0.807 0.01 -0.18 -0.18
H 7.666 -5.903 -2.930 -0.09 0.20 0.19
H 4.244 -3.982 -1.648 0.28 -0.12 -0.07
H 5.502 -4.260 -0.429 0.04 0.21 -0.04
H 5.727 -3.011 -1.699 0.00 -0.05 0.20
```
Forces are in eV/Å.

Output
- energy relative to the best compared isomer or geometry (same formula, charge and spin) (eV) = 9.602
- E (a.u.) = -4535.433030
- SMILES string = O=S(=O)(F)N(P(O)O)S(=O)(=O)C(F)(F)C(F)(F)C(F)(F)C(F)(F)F.CNC(C)=O.CNC(C)=O.CNC(C)=O.CNC(C)=O.CNC(C)=O.CNC(C)=O.CNC(C)=O